1.
The following is a quantum chemistry calculation of a structure of composition C50H39Cl3MnN6OP2S, from the Open Molecules 2025 dataset.

HOMO level (spin up / spin down)   -10.5 / -10.6 eV
Lowest unoccupied orbital energy (spin up / spin down)   -4.221 / -2.988 eV
Total charge   +1
E_tot   -161767.3509 eV
Kohn-Sham gap (spin up / spin down)   6.2494 / 7.5739 eV
Energy relative to the best compared isomer or geometry (same formula, charge and spin)   0.0 kJ/mol
Spin multiplicity   5
Molecular weight   995.2 g/mol

XYZ file:
```
103
C50H39Cl3MnN6OP2S | the Open Molecules 2025 dataset | wB97M-V/def2-TZVPD
Mn -0.50224 -1.66579 0.12277
C -2.95977 -1.87790 2.22321
P -2.80107 -2.26129 0.44403
C -3.99068 -1.34764 -0.54172
C -4.75818 -0.31119 -0.01785
C -5.57667 0.43349 -0.85537
C -5.62811 0.14824 -2.21131
C -4.86466 -0.88716 -2.73742
C -4.04505 -1.63261 -1.90835
C -3.06741 -4.02111 0.19285
C -4.33881 -4.51687 -0.09367
C -4.51759 -5.87799 -0.27570
C -3.43491 -6.74246 -0.17948
C -2.16756 -6.25303 0.10370
C -1.98267 -4.89329 0.29167
C -1.65440 -2.33769 2.79357
C -1.29879 -2.85524 4.00946
C 0.09152 -3.15228 3.94717
C 0.52000 -2.82115 2.68983
C 1.84061 -2.96805 1.99990
P 1.85435 -1.65892 0.72632
C 3.05456 -2.03472 -0.54919
C 4.03492 -3.00812 -0.38993
C 4.88776 -3.30076 -1.44607
C 4.76216 -2.62692 -2.65047
C 3.78413 -1.65129 -2.81116
C 2.92777 -1.35935 -1.76557
C 2.35873 -0.12796 1.55419
C 3.48006 0.58222 1.13562
C 3.84760 1.74884 1.79303
C 3.09921 2.20860 2.86640
C 1.97909 1.50231 3.28851
C 1.60518 0.33999 2.63467
N -0.54225 -2.30257 1.97009
H -3.81424 -2.39053 2.66740
H -3.10425 -0.79910 2.33541
H -4.73266 -0.08441 1.03970
H -6.18003 1.23146 -0.44448
H -6.27008 0.72848 -2.86043
H -4.90986 -1.11268 -3.79431
H -3.44387 -2.43658 -2.31802
H -5.18215 -3.84324 -0.18395
H -5.50270 -6.26401 -0.49888
H -3.58026 -7.80329 -0.33143
H -1.31787 -6.91896 0.16936
H -0.99097 -4.52125 0.52070
H -1.95448 -3.01242 4.84985
H 0.69461 -3.58059 4.73049
H 1.91759 -3.93192 1.48176
H 2.68372 -2.87110 2.68523
H 4.12771 -3.55290 0.54061
H 5.63972 -4.06901 -1.33047
H 5.40843 -2.87904 -3.47968
H 3.67267 -1.15113 -3.76457
H 2.13964 -0.62468 -1.89329
H 4.07213 0.21966 0.30484
H 4.72904 2.28942 1.47410
H 3.39599 3.11071 3.38561
H 1.40688 1.85310 4.13769
H 0.74523 -0.22309 2.98180
Cl 1.90362 8.79199 3.67310
C 1.30836 7.56435 2.61404
C 2.03241 6.39759 2.43562
C 1.53499 5.43112 1.57780
C 0.33346 5.59424 0.89364
C -0.11502 4.49363 -0.04275
C -1.44432 3.83063 0.32123
N -1.45523 2.46881 -0.19794
C -1.68564 2.09467 -1.50041
C -1.35422 0.77961 -1.58404
N -0.90634 0.35258 -0.34868
C -0.98312 1.39948 0.45313
O -0.25693 4.92085 -1.38501
C 0.97604 5.11762 -2.07665
C 1.64024 3.81316 -2.40682
C 1.21775 2.98009 -3.40031
Cl -0.08988 3.25514 -4.47367
S 2.17100 1.56260 -3.53688
C 3.15237 2.05347 -2.22144
C 2.76864 3.26073 -1.73007
C -0.36810 6.77985 1.10310
Cl -1.88391 7.07569 0.31189
C 0.10679 7.76439 1.95328
H 2.96993 6.25784 2.95445
H 2.09559 4.51361 1.43188
H 0.65222 3.70784 0.01399
H -2.26809 4.38147 -0.12487
H -1.58978 3.79063 1.40019
H -2.03746 2.79400 -2.23630
H -1.39969 0.11321 -2.42752
H -0.69108 1.42134 1.49032
H 1.64917 5.75312 -1.49302
H 0.70825 5.64998 -2.98797
H 3.97398 1.43234 -1.90445
H 3.27756 3.76392 -0.91977
H -0.45535 8.67492 2.09919
N -0.31692 -2.46185 -1.71641
C 0.39316 -3.29479 -2.13395
C 1.24211 -4.31640 -2.46351
C 1.98132 -4.33259 -3.66973
N 2.59083 -4.34130 -4.64626
C 1.44139 -5.23156 -1.39974
N 1.53319 -5.89129 -0.45741
```



2.
The following is a quantum chemistry calculation of the molecule C4H5NO at a distorted geometry, from the Open Molecules 2025 dataset.

HOMO level   -8.9 eV
Lowest unoccupied orbital energy   0.304 eV
E_tot   -7762.3553 eV
Structure (SMILES)   C#CCC(N)=O
Kohn-Sham gap   9.1754 eV
Energy relative to the best compared isomer or geometry (same formula, charge and spin)   402.5 kJ/mol
Molecular weight   83.1 g/mol

XYZ file:
```
11
C4H5NO | the Open Molecules 2025 dataset | wB97M-V/def2-TZVPD
C 2.25137 0.29695 -0.43242
C 1.34855 -0.46301 -0.20650
C 0.16305 -1.21051 0.04195
C -1.02976 -0.05855 0.44883
N -1.25773 1.32762 0.33391
O -1.86470 -0.78451 -0.05974
H 3.07256 0.94334 -0.59318
H 0.17973 -1.91331 0.87468
H -0.08592 -1.82059 -0.87538
H -1.87169 1.56203 -0.44935
H -0.93424 2.09321 0.90624
```



3.
The following is a quantum chemistry calculation of a cluster of 7 separate species, C38H78N3O6 in total at a distorted geometry, from the Open Molecules 2025 dataset.

HOMO level   -11.1 eV
Lowest unoccupied orbital energy   -2.375 eV
Total charge   +1
E_tot   -57418.9505 eV
Kohn-Sham gap   8.7603 eV
Molecular weight   673.1 g/mol

XYZ file:
```
125
C38H78N3O6 | the Open Molecules 2025 dataset | wB97M-V/def2-TZVPD
C 0.44032 3.86190 1.87472
C 0.58220 3.84450 0.68503
C 0.64548 3.83305 -0.78232
C -0.74761 4.18161 -1.38720
C -1.26588 3.15323 -2.38475
N -1.49930 1.80103 -1.85114
C -0.44271 0.92220 -1.73742
N 0.26318 0.48458 -2.73245
C 0.00576 0.84148 -4.11565
N -0.29648 0.57644 -0.40489
C -1.55673 0.94023 0.30142
C -2.50426 1.48911 -0.85638
C -3.54452 0.35459 -1.15254
C -3.21620 -0.64527 -2.29833
C -2.67964 -1.96822 -1.71098
C -3.30975 2.61177 -0.15651
C -4.07779 3.57864 -1.05338
C -4.71200 3.24937 -2.25129
C -5.36231 4.21923 -3.01465
C -5.37077 5.54625 -2.59143
C -6.05064 6.60205 -3.45301
C -4.75378 5.90469 -1.39034
C -4.11575 4.91623 -0.64833
H 0.10587 4.04989 2.87210
H 1.35457 4.62197 -1.05560
H 1.07635 2.90506 -1.16530
H -0.62690 5.11825 -1.94160
H -1.43876 4.41167 -0.57917
H -2.18253 3.49163 -2.87397
H -0.52585 3.09108 -3.18996
H 1.03541 -0.15133 -2.53633
H 0.21656 0.00985 -4.78704
H -1.03850 1.12623 -4.25513
H 0.61088 1.69241 -4.44298
H 0.55654 0.86745 0.05220
H -1.90657 0.06089 0.83872
H -1.22830 1.72176 0.99286
H -4.54042 0.75160 -1.34467
H -3.65713 -0.24211 -0.24565
H -2.49684 -0.24358 -3.01463
H -4.15997 -0.91087 -2.77955
H -2.73530 -2.78725 -2.43249
H -1.65574 -1.86792 -1.34013
H -3.27848 -2.29170 -0.85284
H -2.71436 3.18783 0.55521
H -4.05014 2.08911 0.46192
H -4.69965 2.23084 -2.62501
H -5.85661 3.92235 -3.93358
H -7.13252 6.48814 -3.49818
H -5.76608 7.58574 -3.06994
H -5.61012 6.55278 -4.45393
H -4.78173 6.94994 -1.10513
H -3.62359 5.19933 0.28154
C 4.23717 4.77049 3.76224
C 4.60002 3.29453 3.70287
C 5.37552 2.96390 2.43779
O 3.41318 2.50143 3.76598
H 3.60043 5.04287 2.91487
H 3.67726 4.99054 4.67212
H 5.12851 5.39900 3.74141
H 5.19582 3.02918 4.57690
H 4.77468 3.18096 1.54857
H 5.62364 1.90212 2.40776
H 6.30073 3.53821 2.37917
H 2.87257 2.72314 2.99931
C -7.84489 -0.42665 1.40155
C -7.33925 0.78478 0.63429
C -8.40548 1.86309 0.52701
O -6.91327 0.39086 -0.67315
H -8.70046 -0.87490 0.88973
H -7.06965 -1.19164 1.46557
H -8.15066 -0.15524 2.41265
H -6.45774 1.19226 1.13455
H -9.27861 1.48651 -0.01242
H -8.02675 2.72197 -0.02942
H -8.72764 2.20070 1.51283
H -7.67645 0.02776 -1.13571
C -0.31456 -3.10039 1.98652
C 0.73640 -3.32616 0.91171
C 2.08237 -2.75859 1.33039
O 0.30742 -2.72351 -0.31411
H -0.45772 -2.02911 2.16409
H -1.27657 -3.50813 1.67216
H -0.02726 -3.57160 2.92692
H 0.83516 -4.39391 0.71504
H 2.01176 -1.67759 1.48981
H 2.82481 -2.92199 0.55125
H 2.43755 -3.22129 2.25189
H 0.21005 -1.77510 -0.16762
C 2.47292 -9.17407 0.79549
C 1.53246 -8.01707 1.09343
C 0.95534 -7.42231 -0.18105
O 2.22342 -7.00367 1.82800
H 3.31889 -8.83542 0.19044
H 2.88027 -9.58315 1.72031
H 1.96064 -9.97263 0.25706
H 0.72070 -8.36270 1.73440
H 1.75281 -7.02469 -0.81635
H 0.28805 -6.59263 0.05804
H 0.39667 -8.16453 -0.75283
H 2.94902 -6.68781 1.27870
C 6.89646 -0.37945 5.43052
C 7.24977 -0.77751 4.00556
C 7.79266 -2.19711 3.94147
O 8.21417 0.13278 3.47554
H 7.78360 -0.41165 6.06884
H 6.51511 0.64220 5.45842
H 6.14162 -1.04428 5.85312
H 6.36323 -0.69533 3.37413
H 8.70772 -2.28505 4.53319
H 8.04572 -2.46352 2.91448
H 7.06560 -2.91752 4.31982
H 9.00380 0.07311 4.02394
C 4.29975 -3.13076 -2.09470
C 3.12822 -3.13031 -3.06131
C 3.54996 -3.60778 -4.44065
O 2.57323 -1.80912 -3.15495
H 5.08822 -2.45810 -2.44440
H 3.98772 -2.77826 -1.11328
H 4.72184 -4.13042 -1.98847
H 2.33218 -3.76901 -2.67812
H 4.31558 -2.94859 -4.85975
H 2.70232 -3.59663 -5.12704
H 3.95127 -4.62037 -4.40027
H 3.26560 -1.22661 -3.48847
```



4.
The following is a quantum chemistry calculation of a cluster of 2 separate species, C4H12S2 in total, from the Open Molecules 2025 dataset.

HOMO level   -9.1 eV
Lowest unoccupied orbital energy   0.713 eV
E_tot   -26012.9941 eV
Structure (SMILES)   CCC.CSS
Kohn-Sham gap   9.8585 eV
Energy relative to the best compared isomer or geometry (same formula, charge and spin)   11.9 kJ/mol
Molecular weight   124.3 g/mol

XYZ file:
```
18
C4H12S2 | the Open Molecules 2025 dataset | wB97M-V/def2-TZVPD
C -0.48598 0.70249 -1.79197
C -1.15872 -0.23650 -0.79336
C -0.95217 -1.70324 -1.18906
H -1.07779 0.77228 -2.70625
H -0.42401 1.72461 -1.41554
H 0.53425 0.35965 -1.95920
H -0.78139 -0.02988 0.20805
H -2.23173 -0.02685 -0.75540
H -1.30546 -2.36919 -0.40727
H 0.09323 -1.83286 -1.47174
H -1.48070 -1.90813 -2.12390
C 0.85301 0.59303 2.90558
S 2.42537 1.18545 2.25501
S 1.97855 1.30838 0.25189
H 0.00628 1.18165 2.56336
H 0.72460 -0.44278 2.59276
H 0.84711 0.61168 3.99266
H 2.43556 0.11020 -0.15562
```



5.
The following is a quantum chemistry calculation of a cluster of 23 separate species, ClH44O22 in total at a distorted geometry, from the Open Molecules 2025 dataset.

HOMO level   -7.3 eV
Lowest unoccupied orbital energy   1.492 eV
Total charge   -1
E_tot   -58287.4776 eV
Kohn-Sham gap   8.7510 eV
Energy relative to the best compared isomer or geometry (same formula, charge and spin)   222.4 kJ/mol
Molecular weight   431.8 g/mol

XYZ file:
```
67
ClH44O22 | the Open Molecules 2025 dataset | wB97M-V/def2-TZVPD
Cl -0.25225 0.04769 0.36402
O -2.30362 0.94760 3.15281
H -2.60428 1.85507 3.20133
H -2.02022 0.83689 2.24525
O -1.82152 0.21504 -2.36742
H -1.40327 0.30809 -1.51149
H -2.74215 0.04557 -2.16752
O 0.83246 0.68015 -3.65723
H 0.09562 0.62798 -3.04849
H 0.52041 1.24544 -4.36386
O 4.06737 -2.33284 3.05791
H 3.29494 -2.01956 2.58734
H 4.49940 -2.92521 2.44253
O 3.02970 -2.53106 0.17427
H 2.40277 -3.25434 0.16656
H 3.74779 -2.82995 -0.38361
O -0.84233 3.35472 0.09004
H -0.54897 3.48845 -0.81123
H -0.80344 2.40677 0.21692
O 2.09484 -1.56624 -4.09282
H 2.62979 -1.12206 -4.75066
H 1.45034 -0.91104 -3.82532
O -2.70571 1.33600 -4.43641
H -1.92982 1.51526 -4.96753
H -2.35923 1.11986 -3.57069
O -2.20514 5.15725 1.45141
H -2.97028 5.28479 0.89057
H -1.59075 4.66155 0.91008
O -4.32710 -1.16500 -2.01811
H -4.61575 -0.32783 -2.38152
H -4.85126 -1.82013 -2.47885
O -2.44574 -1.57554 4.14806
H -2.90957 -2.01838 3.43744
H -2.36481 -0.66848 3.85323
O -0.31933 3.82249 -2.54158
H -1.13478 4.31790 -2.61799
H 0.30548 4.30357 -3.08416
O 3.25927 0.22672 0.13080
H 2.94978 -0.67840 0.09605
H 2.62466 0.67608 0.68900
O 1.63678 1.91100 2.11908
H 1.26184 1.76523 2.98765
H 1.03495 1.46852 1.52055
O 4.22299 3.37409 2.02171
H 3.38919 3.01423 1.71923
H 4.70619 3.56802 1.21850
O 3.01539 1.27036 -2.32245
H 2.81296 1.13716 -1.39643
H 2.21783 1.00866 -2.78251
O -0.20859 -3.24504 -0.53600
H -1.01115 -3.38976 -1.03718
H -0.11083 -2.29322 -0.50905
O 1.44188 -4.48437 1.10434
H 1.50137 -3.93789 1.88795
H 0.85890 -4.00137 0.51860
O 1.30992 -1.95524 2.63541
H 1.17039 -1.56832 1.77109
H 0.49809 -1.77926 3.11102
O 0.42517 0.73833 4.58521
H 0.53370 1.45401 5.21151
H -0.46544 0.84489 4.25100
O -2.60298 -3.09341 -1.77071
H -3.24095 -3.76011 -1.51628
H -3.09378 -2.27184 -1.75143
O -2.67876 -2.19949 1.11184
H -2.23030 -1.40021 0.83566
H -2.12784 -2.90971 0.78275
```



6.
The following is a quantum chemistry calculation of the molecule C7H11N at a distorted geometry, from the Open Molecules 2025 dataset.

HOMO level   -8.3 eV
Lowest unoccupied orbital energy   1.010 eV
E_tot   -8925.7136 eV
Structure (SMILES)   C=CC(=C)N=C(C)C
Kohn-Sham gap   9.3478 eV
Energy relative to the best compared isomer or geometry (same formula, charge and spin)   194.4 kJ/mol
Molecular weight   109.2 g/mol

XYZ file:
```
19
C7H11N | the Open Molecules 2025 dataset | wB97M-V/def2-TZVPD
C 1.47087 1.96416 1.62375
C 1.80146 0.77737 1.11380
C 0.84524 -0.34027 0.87986
C 1.05607 -1.62484 1.16438
N -0.23507 0.26643 0.29378
C -0.91152 -0.06234 -0.72077
C -0.68761 -1.26644 -1.59222
C -2.07602 0.80785 -1.08703
H 0.43965 2.25830 1.70720
H 2.22810 2.67574 1.91969
H 2.84325 0.48143 1.04863
H 0.29332 -2.36709 0.99469
H 1.96514 -1.93731 1.64326
H -1.37696 -2.05025 -1.30706
H -0.87706 -1.02417 -2.63326
H 0.32428 -1.63544 -1.48793
H -2.96697 0.20393 -1.25851
H -2.28210 1.53116 -0.29444
H -1.85407 1.34179 -2.00783
```



Among the records above, which one has the highest molecular weight? C50H39Cl3MnN6OP2S